{
  "formula": "C37H49N4O2PPd",
  "method": "the ωB97M-V functional and the def2-TZVPD basis",
  "orbital_gap_ev": [5.91, 5.90],
  "energy_ev": -61973.4086,
  "homo_energy_ev": [-12.62, -12.61],
  "fmax_ev_per_a": 1.39,
  "charge": 2,
  "e_lumo_ha": [-0.2466, -0.2465],
  "species": ["Pd", "O", "C", "C", "C", "C", "N", "C", "C", "C", "C", "C", "C", "O", "C", "C", "N", "H", "H", "H", "H", "H", "H", "H", "H", "H", "H", "H", "H", "N", "C", "C", "C", "C", "C", "C", "C", "H", "H", "H", "H", "H", "C", "C", "P", "C", "C", "C", "C", "H", "H", "H", "H", "H", "H", "H", "H", "H", "H", "H", "H", "H", "H", "H", "C", "C", "C", "C", "C", "C", "C", "C", "C", "C", "C", "C", "N", "H", "H", "H", "H", "H", "H", "H", "H", "H", "H", "H", "H", "H", "H", "H", "H", "H"],
  "coordinates": [[-0.240, 0.204, 0.129], [2.070, -0.202, 6.659], [0.682, -0.188, 6.421], [0.448, -0.153, 4.936], [-0.835, 0.009, 4.424], [-1.005, 0.026, 3.059], [0.018, -0.102, 2.205], [1.271, -0.236, 2.679], [1.502, -0.278, 4.044], [2.381, -0.304, 1.686], [3.714, -0.246, 2.049], [4.690, -0.225, 1.060], [6.147, -0.102, 1.449], [6.410, -0.686, 2.706], [4.282, -0.280, -0.265], [2.929, -0.362, -0.543], [2.000, -0.378, 0.410], [2.236, -0.252, 7.606], [0.197, 0.683, 6.871], [0.192, -1.081, 6.825], [-1.690, 0.124, 5.077], [-1.984, 0.151, 2.615], [2.497, -0.402, 4.442], [4.025, -0.216, 3.083], [6.382, 0.961, 1.541], [6.783, -0.503, 0.658], [6.715, -1.592, 2.590], [5.001, -0.257, -1.074], [2.574, -0.437, -1.564], [-0.099, 0.542, -1.985], [-0.204, 0.370, -3.114], [-0.321, 0.159, -4.531], [0.532, -0.749, -5.158], [0.426, -0.941, -6.524], [-0.522, -0.232, -7.253], [-1.371, 0.670, -6.622], [-1.276, 0.872, -5.257], [1.267, -1.294, -4.579], [1.083, -1.642, -7.020], [-0.599, -0.383, -8.321], [-2.106, 1.218, -7.195], [-1.929, 1.573, -4.754], [-3.871, -2.657, -1.157], [-2.965, -1.500, -0.727], [-1.290, -1.953, -0.157], [-1.603, -2.986, 1.310], [-0.382, -3.525, 2.056], [-0.639, -3.024, -1.477], [0.821, -3.452, -1.307], [-4.876, -2.283, -1.354], [-3.957, -3.423, -0.387], [-3.513, -3.129, -2.072], [-3.414, -0.937, 0.095], [-2.827, -0.793, -1.548], [-2.233, -3.816, 0.981], [-2.213, -2.367, 1.972], [0.119, -4.311, 1.494], [-0.697, -3.960, 3.005], [0.350, -2.743, 2.269], [-0.755, -2.449, -2.401], [-1.296, -3.894, -1.551], [1.470, -2.592, -1.143], [1.161, -3.973, -2.202], [0.948, -4.135, -0.469], [-4.119, 1.950, -2.190], [-4.433, 2.121, -0.693], [-5.934, 2.282, -0.467], [-3.609, 3.255, -0.161], [-4.127, 4.515, 0.013], [-3.307, 5.556, 0.439], [-1.938, 5.386, 0.662], [-1.327, 4.170, 0.482], [0.180, 4.127, 0.576], [0.749, 2.957, 1.368], [0.755, 4.139, -0.850], [-2.178, 3.007, 0.128], [-1.776, 1.782, 0.110], [-4.728, 1.145, -2.607], [-3.064, 1.710, -2.340], [-4.348, 2.866, -2.740], [-4.078, 1.223, -0.187], [-6.355, 3.069, -1.096], [-6.166, 2.511, 0.574], [-6.443, 1.355, -0.730], [-5.177, 4.702, -0.170], [-3.740, 6.540, 0.585], [-1.340, 6.239, 0.957], [0.487, 5.050, 1.072], [0.529, 2.073, 0.783], [0.284, 2.856, 2.350], [1.829, 3.053, 1.492], [0.495, 3.214, -1.370], [1.842, 4.220, -0.811], [0.372, 4.981, -1.429]]
}